## A
DFT (ωB97M-V/def2-TZVPD) results for a 2-piece molecular cluster, C4H10N2 overall.

Element x y z (Å)
C -2.43756 5.14489 0.24934
H -2.44600 5.86610 1.06544
N -1.45721 4.51605 -0.22399
H -0.30254 2.95731 0.46019
C 1.57880 -3.76575 -1.30380
H -0.22604 -4.29355 -0.29210
H 2.26107 -5.88589 0.22748
H -0.46417 4.51835 1.55498
C 0.83859 -4.44289 -0.37578
H 1.02200 -3.31050 -2.11645
H 2.67066 -3.69926 -1.30430
H -3.42611 5.06176 -0.23482
N 1.38947 -5.42383 0.38866
H 0.60935 4.61932 0.35395
H 0.72806 -5.89331 0.97995
C -0.33837 4.03119 0.57125

Its total charge is 0. As for the SMILES: C=CN.C=NC. Its highest occupied orbital energy is -7.8 eV.

***

## B
DFT (ωB97M-V/def2-TZVPD) results for a 2-piece molecular cluster, C4H10N2 overall.

Element x y z (Å)
H -1.04006 1.46253 -3.88914
H 0.94309 -2.23010 1.95525
H 0.67938 0.52283 1.32726
C 0.83412 -1.27646 2.60333
H -1.72687 -0.03512 3.03346
H 0.26481 -1.62764 3.47569
N -0.76625 -0.51682 -2.71892
H -0.69082 -1.16780 -1.98572
N -0.10113 1.57154 -3.65165
H -1.25348 1.42456 1.89591
H 1.84375 -0.96767 2.91190
H 1.26407 0.13001 -2.89016
C 0.18886 0.28948 -3.12072
H 0.53599 2.16383 -3.16527
C 0.12138 -0.16098 1.91318
C -1.09684 0.41780 2.30559

Its total charge is 0. As for the SMILES: [H]/N=C/N.C=CC. Its highest occupied orbital energy is -9.0 eV.

***

## C
DFT (ωB97M-V/def2-TZVPD) results for a single C4H10N2 molecule.

Element x y z (Å)
H -2.10822 -0.38290 -0.48768
N 0.15057 -0.27134 1.34261
H 2.00812 -0.20490 -1.38593
C 0.78143 -0.78318 0.11168
H -1.83885 -0.32117 -2.22924
C 0.17850 1.16865 1.55481
C -1.39077 -0.08341 -1.25911
H -1.24743 0.99951 -1.21219
H 0.52084 -0.74372 2.16479
H 1.19949 1.54057 1.68639
H -0.39148 1.41521 2.45710
N 1.16729 0.13349 -0.91979
C -0.10289 -0.80884 -1.09896
H -0.04207 -1.69800 -1.71734
H -0.27516 1.71291 0.72303
H 1.39065 -1.67288 0.26985

Its total charge is 0. As for the SMILES: CN[C@@H]1N[C@@H]1C. Its highest occupied orbital energy is -8.5 eV.

***

## D
DFT (ωB97M-V/def2-TZVPD) results for a 2-piece molecular cluster, C4H10N2 overall.

Element x y z (Å)
H -2.35820 0.88275 0.14162
H -1.82425 2.67663 2.36316
C 1.07681 -2.53405 -1.57898
C 2.28873 -2.14437 -1.24210
N -1.96498 2.87294 -0.14467
H 1.69235 -1.22167 0.54503
H 3.33791 -0.77286 0.36277
H 0.23991 -2.33886 -0.97766
H 2.88453 -2.57316 0.67466
H -1.48287 0.89506 2.26642
H 3.11665 -2.23864 -2.01716
N -2.01799 1.72564 1.96784
C -2.12218 1.84548 0.59947
H -1.92992 2.66211 -1.13655
H 0.81913 -3.15569 -2.41447
C 2.65423 -1.66802 0.12661

Its total charge is 0. As for the SMILES: [H]/N=C/N.C=CC. Its highest occupied orbital energy is -9.5 eV.

***

Calculated relative energies: A 119.4; B 99.9; C 0.0; D 14.9, given in kJ/mol

***

## A
DFT (ωB97M-V/def2-TZVPD) results for a 2-piece molecular cluster, C10H16N3 overall.

Element x y z (Å)
H -0.97902 -2.10391 -0.75540
H -2.35134 -0.93516 -0.80198
H -1.37952 -3.78380 1.95760
C 2.74989 0.76878 0.17884
C -2.40311 1.49467 0.21047
H -2.46211 2.15876 1.09841
C 0.48668 2.70416 1.47827
H 0.90116 -2.36337 -1.01355
C 0.37260 1.90768 0.23977
H 0.03161 -2.85640 1.96789
C -1.04616 0.98912 0.00507
C 0.71695 -0.38670 -0.33880
H 4.53632 -0.20638 -0.35826
C 1.37723 -1.49305 -0.71479
H -3.17701 0.78247 0.31420
H -1.34708 -2.14627 2.01878
C 3.48249 -0.36438 -0.27856
H 3.26893 1.53397 0.53279
N -1.41377 -1.15695 -0.91183
N -0.65174 -0.23001 -0.35751
H -0.11868 3.59896 1.37758
H 0.17807 2.11106 2.41875
H -2.83920 2.10563 -0.65330
C 1.37386 0.79842 0.10602
H 1.58732 2.95727 1.57497
C 2.79243 -1.46321 -0.81642
H 3.27862 -2.40351 -1.10891
H 0.48947 2.45258 -0.67333
N -0.87257 -2.97212 1.56893

Its total charge is +1. Its highest occupied orbital energy is -12.6 eV.

***

## B
DFT (ωB97M-V/def2-TZVPD) results for a 2-piece molecular cluster, C10H16N3 overall.

Element x y z (Å)
H -0.37558 -2.10074 -3.08023
H -0.17547 4.93432 -0.74142
H -2.37893 -2.72545 -0.72182
C -0.85717 -2.78979 -2.43953
H -2.38397 0.82866 -0.77850
H 2.32641 -0.97224 0.77675
H -1.85229 3.42428 -0.32946
N -1.36148 0.84266 -0.36552
C 0.22808 3.90355 -0.59215
C -0.61705 1.76826 0.25222
H 1.11448 3.99384 -0.02430
H -0.87409 3.68863 1.25824
H 1.21268 -0.83018 2.37455
C -0.84086 -0.38297 -0.12338
C 0.26541 -0.17666 0.68675
H 0.40789 3.39466 -1.50182
C -2.72973 -1.11980 -1.85319
H 1.07198 -2.95373 -0.04382
C -0.84260 3.17406 0.19508
N -3.35106 -0.13586 -2.05850
N 0.36427 1.18762 0.86332
H 1.10944 1.63450 1.39213
H -0.16720 -3.34961 -1.85022
C 1.27482 -1.16230 1.32464
H -1.51580 -3.49669 -2.95796
H -0.13086 -2.91637 1.47872
C 0.96998 -2.64940 1.09541
H 1.71443 -3.33573 1.67027
C -1.87436 -2.05761 -1.42050

Its total charge is +1. Its highest occupied orbital energy is -12.9 eV.

***

Calculated relative energies: A 0.0; B 212.6, given in kJ/mol

***

## A
DFT (ωB97M-V/def2-TZVPD) results for a 2-piece molecular cluster, CH3NS2 overall.

Element x y z (Å)
N -0.23237 -0.20860 0.43092
H 0.24746 1.79668 -0.76140
S -1.76957 0.43308 0.42672
C -1.53393 1.66812 -0.55190
H -0.19048 -1.13971 -0.07926
S -2.44686 2.61424 -1.41552
H 0.29532 0.55895 -0.23467

Its total charge is 0. Its highest occupied orbital energy is -8.9 eV.

***

## B
DFT (ωB97M-V/def2-TZVPD) results for a 2-piece molecular cluster, CH3NS2 overall.

Element x y z (Å)
H -1.28761 -1.83521 -0.15473
S 0.24516 -0.63148 -1.25800
H -1.54769 -0.32854 -0.03380
S 2.36506 1.85902 0.29334
H 0.46539 0.94519 1.37997
C 1.03805 1.03393 0.48176
N -1.27835 -1.04291 -0.70855

Its total charge is 0. Its highest occupied orbital energy (alpha / beta) is -8.0 / -8.1 eV.

***

## C
DFT (ωB97M-V/def2-TZVPD) results for a 2-piece molecular cluster, CH3NS2 overall.

Element x y z (Å)
S 0.97704 0.55218 -2.43505
H -0.14291 -0.82251 0.54439
S 1.42751 2.34960 0.01895
H -0.79038 -1.59240 1.64482
C 1.30350 1.50296 -1.24658
N -0.98346 -0.86500 0.99957
H -1.79129 -1.12483 0.47390

Its total charge is 0. Its highest occupied orbital energy is -9.7 eV.

***

## D
DFT (ωB97M-V/def2-TZVPD) results for a 2-piece molecular cluster, CH3NS2 overall.

Element x y z (Å)
H 1.58087 -2.17850 -0.93353
C -1.07078 1.22352 0.39434
N -0.04751 1.44259 -0.13773
H 0.27785 2.30842 -0.49771
S -2.36304 0.55443 0.85001
S 0.65935 -1.38548 -0.29882
H 0.96325 -1.96497 0.62344

Its total charge is 0. As for the SMILES: N=C=S.S. Its highest occupied orbital energy is -9.3 eV.

***

Calculated relative energies: A 367.8; B 299.8; C 0.0; D 145.8, given in kJ/mol

***

## A
DFT (ωB97M-V/def2-TZVPD) results for a 2-piece molecular cluster, C4H7F2N overall.

Element x y z (Å)
F -1.82691 -1.19535 -0.91013
H 3.75941 -0.78876 0.29099
C 2.01950 -1.59169 -0.40413
C 2.67944 -0.80756 0.36932
H -0.01872 -1.54962 -0.09564
N -0.39597 0.47997 -0.13399
H -2.05936 1.38345 0.72350
H 0.21775 0.55036 -0.93727
C -1.41478 1.52357 -0.14311
H -0.91330 2.48477 -0.05898
C -0.86344 -0.83281 0.00178
H -2.02730 1.50839 -1.04931
F -1.45235 -1.00761 1.20593
H 2.29602 -0.15711 1.14103

Its total charge is 0. Its highest occupied orbital energy is -10.1 eV.

***

## B
DFT (ωB97M-V/def2-TZVPD) results for a 2-piece molecular cluster, C4H7F2N overall.

Element x y z (Å)
C 2.75976 0.11103 0.51759
C -1.66955 1.05971 0.17659
H -2.01417 -1.50382 0.86346
C 0.55473 0.05803 -0.47931
H -2.53708 0.79206 -0.35206
C -0.74554 -0.08204 -0.15541
H 0.99730 -0.90486 -0.80321
H -1.17192 2.02271 -0.24091
F 3.26088 -0.98628 -0.05992
N -1.29507 -1.36735 0.12085
H -1.65287 0.90829 1.28366
H 1.00069 1.04803 -0.88622
F 3.32630 1.07232 -0.11981
H -0.81347 -2.22785 0.13472

Its total charge is 0. Its highest occupied orbital energy is -8.2 eV.

***

Calculated relative energies: A 9.9; B 0.0, given in kJ/mol

***

## A
DFT (ωB97M-V/def2-TZVPD) results for a single C4H6N2OS molecule.

Element x y z (Å)
C -0.98548 0.91851 -0.71673
H 0.54896 0.20863 -1.95945
H -1.79851 2.42497 0.86104
O -1.00112 -0.79027 1.26039
H -1.62897 -1.46541 1.68440
N 2.43916 -0.72674 -0.34976
S -1.69461 1.45837 -2.04826
C -1.51855 1.36975 0.63714
N -1.81420 0.48403 1.54540
H 0.84468 -0.60270 0.94703
C 1.23096 -0.30332 -0.06721
H 2.29536 -1.50453 -1.31440
C 0.24418 0.14164 -0.85865
H 2.83814 -1.61293 0.37908

Its total charge is 0. As for the SMILES: N/C=C/C(=S)/C=N\O. Its highest occupied orbital energy is -8.5 eV.

***

## B
DFT (ωB97M-V/def2-TZVPD) results for a single C4H6N2OS molecule.

Element x y z (Å)
C -0.50967 1.27804 -0.02630
H -2.83170 1.44089 -0.33614
S 1.19735 -1.35494 -0.09672
H -1.35900 2.02414 0.13814
C -2.44267 0.33418 -0.03167
C 1.76855 0.30830 0.04362
H 1.23751 2.39031 -0.32875
H 2.48408 -1.86437 -0.25594
C 0.80700 1.35122 -0.22646
H -4.48548 -0.36274 0.19124
N -1.19479 0.05983 0.07634
O 2.96932 0.50487 0.27660
N -3.46170 -0.63809 0.10283
H -3.10150 -1.57076 0.11674

Its total charge is 0. As for the SMILES: N/C=N/C=C\C(=O)S. Its highest occupied orbital energy is -9.0 eV.

***

## C
DFT (ωB97M-V/def2-TZVPD) results for a single C4H6N2OS molecule.

Element x y z (Å)
H -1.96651 -0.83540 -0.63250
H -2.62582 0.78180 1.06034
H -0.60506 -0.90925 1.44102
N 1.17635 -0.25501 -1.31523
H 1.18575 -1.25347 -1.52568
C 1.54239 -0.18001 0.04098
H -1.31683 2.06139 0.51282
C -0.56043 0.04763 0.86915
H 3.18357 -1.01036 -0.10894
N 2.57571 -0.61445 0.58151
C -1.32725 0.01009 -0.53186
O 0.72502 0.60021 0.85161
S -0.29112 0.57762 -1.80806
C -1.69576 0.97922 0.56484

Its total charge is 0. As for the SMILES: [H]/N=C1\NS[C@@H]2C[C@@H]2O1. Its highest occupied orbital energy is -9.2 eV.

***

## D
DFT (ωB97M-V/def2-TZVPD) results for a single C4H6N2OS molecule.

Element x y z (Å)
C 1.76485 0.55397 -0.43339
H -2.86905 -0.62255 0.19679
C 1.61426 -0.58576 0.57119
H -1.35621 1.53398 -1.13600
H 2.47070 0.53215 -1.19397
N 0.90829 1.50718 -0.42862
O -0.10143 1.37750 0.49096
H -1.91239 2.07639 0.61779
C -1.76515 -0.23595 0.36481
H 2.33666 -0.73810 1.34571
S -0.52339 -1.25803 -0.61601
H -1.59540 -0.26891 1.44712
C -1.43161 1.26218 -0.00950
N 0.66561 -1.41732 0.67038

Its total charge is 0. As for the SMILES: C1=N\OCCS\N=C/1. Its highest occupied orbital energy is -8.6 eV.

***

Calculated relative energies: A 374.0; B 0.0; C 19.9; D 241.5, given in kJ/mol

***

## A
DFT (ωB97M-V/def2-TZVPD) results for a single C4H6N2OS molecule.

Element x y z (Å)
H 1.20935 1.54551 -0.82725
C -1.09840 0.79436 -1.22604
H -2.28443 -0.24155 0.71077
C -1.00253 1.28464 0.16082
C -0.37551 -1.09584 -0.41397
C 0.29737 1.04393 -0.49814
H -1.37645 1.32171 -2.28196
N 0.72711 -0.28414 -0.25003
H 2.97231 -0.54828 0.07776
O -1.53735 0.35330 1.10711
H -0.36616 -2.17682 0.01505
H -0.64113 2.39555 0.70699
N -1.38092 -0.64637 -1.06719
S 1.90228 -0.67322 0.86414

Its total charge is 0. As for the SMILES: O[C@@H]1[C@@H]2N=CN(S)[C@H]12. Its highest occupied orbital energy is -8.5 eV.

***

## B
DFT (ωB97M-V/def2-TZVPD) results for a single C4H6N2OS molecule.

Element x y z (Å)
O -0.12642 -0.88952 -0.24162
S 2.49015 -0.37067 -0.43264
H 0.16622 2.42562 0.29091
C 0.46852 1.39230 0.04455
C -0.56582 0.37636 0.02230
N -1.84202 0.62791 -0.13183
H 1.31416 -2.30228 0.26025
C 1.06409 -1.25406 0.33334
H 1.08484 -1.11941 1.39442
C 1.77769 1.25598 -0.20648
H -2.14852 -1.42572 -0.67217
H -3.47353 -0.39316 0.18896
N -2.68948 -0.40584 -0.51543
H 2.48011 2.08250 -0.33455

Its total charge is 0. As for the SMILES: N/N=C1/C=CSCO1. Its highest occupied orbital energy is -8.0 eV.

***

## C
DFT (ωB97M-V/def2-TZVPD) results for a single C4H6N2OS molecule.

Element x y z (Å)
O -0.00118 -2.16745 -1.00121
H -0.91577 2.31397 1.44568
H -0.08498 3.30676 0.30257
C -0.00951 2.37323 0.85494
H -0.05990 2.09430 -2.17516
N -0.03896 -0.07478 -2.01257
H -0.17268 -2.53857 -0.13296
C -0.03380 1.20372 -1.52355
N -0.00942 -0.11684 0.21304
H 1.36311 -0.77518 1.89307
C -0.03488 -0.83285 -0.95451
H 0.81763 2.32601 1.54477
C -0.01754 1.23109 -0.13102
S -0.00156 -0.74359 1.76582

Its total charge is 0. As for the SMILES: Cc1cnc(O)n1S. Its highest occupied orbital energy is -8.1 eV.

***

Calculated relative energies: A 412.5; B 192.0; C 0.0, given in kJ/mol

***

## A
DFT (ωB97M-V/def2-TZVPD) results for a single C4H6N2OS molecule.

Element x y z (Å)
S 2.46767 -1.43709 -0.19476
H 0.49553 2.54193 0.68674
N -0.90160 0.51218 -0.20879
H -3.09218 -2.14168 0.00905
N -2.60325 -1.08897 -0.08225
C 0.92736 -0.67353 -0.18198
H 1.23423 2.46513 -1.03545
H 2.28420 1.68396 0.53189
H 2.52765 -1.59269 1.12276
H -3.41961 -0.37209 -0.08114
C 0.46955 0.55562 -0.22844
O -0.22031 -1.56760 -0.14242
C -1.31516 -0.70975 -0.11001
C 1.14592 1.82458 -0.08521

Its total charge is 0. As for the SMILES: Cc1nc(N)oc1S. Its highest occupied orbital energy is -8.2 eV.

***

## B
DFT (ωB97M-V/def2-TZVPD) results for a single C4H6N2OS molecule.

Element x y z (Å)
C 1.05964 0.23915 -0.94801
C 2.41826 -0.44211 1.25342
N -2.21254 -1.07383 0.01429
H 1.18494 -0.48910 -1.74054
O -0.56610 1.34099 0.32204
H -0.47263 -1.75036 -0.70018
C -1.03602 -0.85040 -0.42108
S -3.36151 0.09563 0.43184
H 2.96780 -0.73280 2.11434
H -0.16855 0.98905 1.15654
H 1.39609 1.20280 -1.31668
N -0.35625 0.35534 -0.64953
H -2.70590 1.25210 0.24058
C 1.85277 -0.13645 0.24297

Its total charge is 0. As for the SMILES: C#CCN(O)/C=N\S. Its highest occupied orbital energy is -8.5 eV.

***

Calculated relative energies: A 0.0; B 247.4, given in kJ/mol

***

## A
DFT (ωB97M-V/def2-TZVPD) results for a single C4H6N2OS molecule.

Element x y z (Å)
H 0.26372 2.12846 1.04761
H -0.92335 -2.33196 -0.82446
S 2.96043 -0.25676 -0.02118
N 0.31191 0.28763 -0.04311
H -2.21958 1.01606 -0.17158
O 0.92046 -1.85790 -0.01869
H 1.46825 2.05798 -0.21248
N -2.12204 0.00221 -0.03667
H -0.89338 -2.23216 0.92343
C -0.92851 -0.37557 0.01309
C 0.45567 1.71869 0.03395
C -0.51754 -1.80896 0.02610
H -0.14497 2.24750 -0.71982
C 1.36894 -0.59521 0.00381

Its total charge is 0. As for the SMILES: [H]/N=C1/COC(=S)N1C. Its highest occupied orbital energy is -8.9 eV.

***

## B
DFT (ωB97M-V/def2-TZVPD) results for a single C4H6N2OS molecule.

Element x y z (Å)
H 1.58834 1.51013 0.89742
N 1.07544 -0.47299 0.06623
H -1.82311 -0.87161 0.80212
H 0.00797 -1.76025 -1.04691
H -1.22517 -1.43669 2.61173
C 1.10581 1.06483 0.01945
O -0.36983 0.18710 -2.98303
H -1.44402 0.27287 2.06245
C 0.68267 1.43784 -1.18602
C 0.16117 0.26551 -1.91635
H 0.57660 2.43041 -1.60374
N 0.34059 -0.78680 -1.02108
S 0.56380 -1.12638 1.56752
C -1.24025 -0.71398 1.73022

Its total charge is 0. As for the SMILES: CSn1ccc(=O)[nH]1. Its highest occupied orbital energy is -8.6 eV.

***

Calculated relative energies: A 0.0; B 180.8, given in kJ/mol